C2H7NO3 | ωB97M-V/def2-TZVPD

```
13
Properties=species:S:1:pos:R:3:lowdin_charge:R:1
N -1.65 1.34 0.48 0.015
C -0.64 0.30 0.59 -0.199
C 0.63 0.67 -0.18 -0.515
O 0.63 1.12 -1.28 0.129
O 1.77 0.23 0.44 0.064
H -2.54 0.95 0.78 0.072
H -1.49 2.10 1.13 0.072
H -1.01 -0.59 0.08 0.120
H -0.35 -0.01 1.60 0.114
H 2.43 0.93 0.48 0.119
O 0.45 -2.61 -1.53 -0.057
H 0.93 -2.62 -0.69 0.035
H 0.83 -1.80 -1.90 0.032
```

Highest occupied orbital energy, eV: -9.99
Kohn-Sham gap, eV: 10.5
Relative energy (zero: lowest compared OMol25 entry of this formula, charge and spin), eV: 1.059
Structure (SMILES): NCC(=O)O.O

---

C2H7NO3 | ωB97M-V/def2-TZVPD

```
13
Properties=species:S:1:pos:R:3:lowdin_charge:R:1
O 0.01 2.37 0.35 0.045
C 0.00 1.42 -0.39 -0.365
N 0.58 0.21 -0.06 0.027
C 0.74 -0.22 1.31 -0.262
O 1.21 -1.55 1.39 -0.040
H -0.30 1.32 -1.44 0.109
H 0.23 -0.55 -0.63 0.101
H 1.32 0.48 1.90 0.129
H -0.26 -0.32 1.76 0.132
H 2.15 -1.53 1.57 0.085
O -1.85 -0.42 -1.54 -0.057
H -2.51 -1.02 -1.90 0.055
H -1.32 -0.20 -2.32 0.041
```

Highest occupied orbital energy, eV: -9.74
Kohn-Sham gap, eV: 10.2
Relative energy (zero: lowest compared OMol25 entry of this formula, charge and spin), eV: 1.292
Structure (SMILES): O=CNCO.O

---

C2H7NO3 | ωB97M-V/def2-TZVPD

```
13
Properties=species:S:1:pos:R:3:lowdin_charge:R:1
O -1.96 0.09 -0.87 0.063
C -2.55 -0.06 0.17 -0.400
O -2.08 -0.28 1.42 -0.002
H -3.54 0.26 0.48 0.132
H -1.26 0.41 1.31 0.157
N 2.03 -0.65 -0.89 -0.022
C 1.11 0.38 -0.52 -0.418
O 0.58 0.22 0.75 -0.106
H 2.92 -0.62 -0.29 0.102
H 1.57 -1.59 -1.08 0.113
H 0.30 0.27 -1.34 0.132
H 1.57 1.40 -0.56 0.124
H 1.32 0.17 1.42 0.125
```

Highest occupied orbital energy, eV: -9.67
Kohn-Sham gap, eV: 10.3
Relative energy (zero: lowest compared OMol25 entry of this formula, charge and spin), eV: 2.410
Structure (SMILES): O=CO.NCO

---

C2H7NO3 | ωB97M-V/def2-TZVPD

```
13
Properties=species:S:1:pos:R:3:lowdin_charge:R:1
C -0.59 0.32 0.28 -0.196
C 0.49 -0.61 0.30 -0.067
N -1.60 0.25 -0.59 0.155
O 1.16 0.38 -1.13 -0.288
O 2.51 0.74 -0.74 -0.129
O -0.67 -0.96 1.78 -0.203
H 2.53 1.68 -0.96 0.071
H -1.31 -1.63 1.50 0.019
H -0.49 1.24 0.85 0.156
H -1.62 -0.49 -1.26 0.126
H -2.18 1.06 -0.75 0.119
H 0.42 -1.55 -0.23 0.123
H 1.34 -0.43 0.94 0.115
```

Highest occupied orbital energy (alpha / beta), eV: -8.24 / -8.24
Kohn-Sham gap (alpha / beta), eV: 8.9 / 8.9
Relative energy (zero: lowest compared OMol25 entry of this formula, charge and spin), eV: 6.957

---

C2H7NO3P | ωB97M-V/def2-TZVPD

```
14
Properties=species:S:1:pos:R:3:lowdin_charge:R:1
C 1.14 -0.44 -0.41 -0.110
C 0.05 0.43 -0.97 -0.460
O 0.29 1.84 -0.79 -0.131
P -1.66 -0.03 -0.16 0.483
N -1.23 -0.67 1.48 -0.113
O -2.49 1.45 0.07 -0.555
O -2.18 -1.20 -0.92 -0.418
H 1.89 -0.76 -1.14 0.070
H 1.63 0.16 0.31 0.054
H 0.58 -1.21 0.10 0.031
H -0.26 0.37 -2.02 0.106
H -0.07 2.15 0.04 0.051
H -1.75 -0.16 2.20 0.018
H -1.61 -1.57 1.32 -0.027
```

Highest occupied orbital energy, eV: -4.58
Total charge: -1
Kohn-Sham gap, eV: 8.8
Relative energy (zero: lowest compared OMol25 entry of this formula, charge and spin), eV: 1.187
Structure (SMILES): C[C@H](O)[P@@](N)(=O)[O-]

---

C2H7NO3S | ωB97M-V/def2-TZVPD

```
14
Properties=species:S:1:pos:R:3:lowdin_charge:R:1
C 1.29 -1.57 0.18 -0.088
O 0.53 -0.52 -0.41 -0.319
S 0.08 0.58 0.66 0.704
N 1.47 1.46 1.21 -0.167
O -0.66 -0.05 1.76 -0.279
O -0.81 1.40 -0.31 -0.278
C -1.83 0.74 -0.90 -0.174
H 1.66 -2.24 -0.60 0.095
H 0.65 -2.06 0.88 0.080
H 2.20 -1.11 0.59 0.092
H 1.79 1.77 0.27 -0.019
H -1.73 0.70 -2.02 0.109
H -2.81 1.28 -0.59 0.135
H -1.81 -0.38 -0.71 0.109
```

Highest occupied orbital energy, eV: -9.46
Kohn-Sham gap, eV: 10.2
Relative energy (zero: lowest compared OMol25 entry of this formula, charge and spin), eV: 3.170
Structure (SMILES): COS(=N)(=O)OC

---

C2H7NO3S2 | ωB97M-V/def2-TZVPD

```
15
Properties=species:S:1:pos:R:3:lowdin_charge:R:1
C 1.22 -1.25 1.28 -0.058
C 0.50 0.20 -0.42 -0.195
N 0.39 -0.96 0.13 -0.083
O -0.81 -0.44 -2.46 -0.209
O -2.15 0.27 -0.51 -0.317
O -1.00 1.97 -1.98 -0.267
S -0.62 1.49 1.92 0.284
S -1.04 0.69 -1.33 0.570
H 1.50 -2.25 1.20 0.081
H 2.05 -0.55 1.21 0.098
H 0.71 -0.96 2.14 0.033
H 1.43 0.85 -0.24 0.141
H -1.44 -0.26 -3.26 0.154
H -0.49 -1.45 0.01 0.152
H -0.25 2.65 2.32 -0.382
```

Highest occupied orbital energy (alpha / beta), eV: -7.75 / -7.58
Kohn-Sham gap (alpha / beta), eV: 6.8 / 6.4
Relative energy (zero: lowest compared OMol25 entry of this formula, charge and spin), eV: 3.309

---

C2H7NO4 | ωB97M-V/def2-TZVPD

```
14
Properties=species:S:1:pos:R:3:lowdin_charge:R:1
O -0.35 1.78 1.09 0.049
C -0.05 1.87 -0.07 -0.300
N 0.92 1.05 -0.61 0.081
C 1.47 1.11 -1.90 -0.267
O 1.12 2.06 -2.58 0.025
H -0.48 2.49 -0.86 0.139
H 1.07 0.12 -0.17 0.121
H 1.95 0.26 -2.32 0.126
O -1.66 -1.47 2.26 -0.048
H -1.87 -0.54 2.09 0.048
H -2.36 -1.99 1.87 0.057
O 0.22 -2.01 0.07 -0.079
H -0.49 -1.87 0.72 -0.003
H 0.52 -2.87 0.41 0.051
```

Highest occupied orbital energy, eV: -10.22
Kohn-Sham gap, eV: 10.7
Relative energy (zero: lowest compared OMol25 entry of this formula, charge and spin), eV: 0.698
Structure (SMILES): O=CNC=O.O.O

---

Repeat the fourth record exactly.
C2H7NO3 | ωB97M-V/def2-TZVPD

```
13
Properties=species:S:1:pos:R:3:lowdin_charge:R:1
C -0.59 0.32 0.28 -0.196
C 0.49 -0.61 0.30 -0.067
N -1.60 0.25 -0.59 0.155
O 1.16 0.38 -1.13 -0.288
O 2.51 0.74 -0.74 -0.129
O -0.67 -0.96 1.78 -0.203
H 2.53 1.68 -0.96 0.071
H -1.31 -1.63 1.50 0.019
H -0.49 1.24 0.85 0.156
H -1.62 -0.49 -1.26 0.126
H -2.18 1.06 -0.75 0.119
H 0.42 -1.55 -0.23 0.123
H 1.34 -0.43 0.94 0.115
```

Highest occupied orbital energy (alpha / beta), eV: -8.24 / -8.24
Kohn-Sham gap (alpha / beta), eV: 8.9 / 8.9
Relative energy (zero: lowest compared OMol25 entry of this formula, charge and spin), eV: 6.957

---

Q: What is the relative energy (zero: lowest compared OMol25 entry of this formula, charge and spin) in the sixth record?
A: 3.170 eV

---

Q: Which formula does entry 4 have?
A: C2H7NO3

---

Q: Which of these has the highest relative energy (zero: lowest compared OMol25 entry of this formula, charge and spin)?
A: number 4